(1)
The following is a quantum chemistry calculation of a molecular structure, C25H27N11ORuS, from OMol25.

Structure (XYZ):
```
66
C25H27N11ORuS ωB97M-V/def2-TZVPD
Ru 0.900 -0.280 -0.159
S 2.485 1.067 -0.936
O 1.785 2.051 4.700
N 2.040 -0.599 1.616
N 4.767 -0.013 -2.127
N 5.261 -1.213 -2.493
N -0.449 -1.330 0.929
N 2.089 -1.914 -1.023
N -2.132 1.097 -2.426
N -2.100 -1.329 2.385
N -0.482 -0.101 -1.573
N -0.194 1.301 0.727
N 3.306 -1.428 -1.560
N 4.062 2.188 4.791
C -0.629 -3.790 0.272
C -1.359 -4.930 0.555
C 2.473 0.447 2.341
C -1.310 0.966 -1.414
C -1.236 1.835 -0.212
C 2.629 -2.025 3.446
C 2.898 1.623 4.466
C 4.473 -3.561 -2.368
C -1.159 -0.603 1.802
C -2.013 -2.636 1.893
C -0.898 -0.735 -2.765
C 2.894 0.341 3.651
C 4.373 -2.102 -2.150
C -2.537 -0.248 -4.525
C -2.757 -3.775 2.180
C 2.974 -0.924 4.222
C -2.404 -4.922 1.493
C -2.119 -1.406 -5.165
C -1.140 -2.231 -4.605
C -0.778 0.818 2.029
C 3.583 -0.108 -1.557
C -1.913 0.044 -3.329
C -0.973 -2.633 0.965
C -0.526 -1.918 -3.404
C 2.136 -1.825 2.174
H -1.124 -5.853 0.043
H 2.674 -3.027 3.851
H 0.009 0.855 2.788
H -2.946 -5.839 1.680
H 0.159 -2.634 -2.971
H -0.985 2.862 -0.489
H 4.945 1.724 4.658
H 5.317 0.824 -2.310
H 5.520 -3.856 -2.306
H 3.904 -4.129 -1.632
H 1.707 -2.659 1.633
H -0.875 -3.147 -5.115
H 2.423 1.425 1.875
H -3.566 -3.768 2.899
H 0.169 -3.814 -0.461
H -3.313 0.380 -4.944
H 2.331 -2.627 -0.332
H -2.735 -1.013 3.109
H 1.594 -2.382 -1.782
H -2.825 1.830 -2.539
H -2.207 1.868 0.286
H 0.410 2.089 0.952
H 4.046 3.016 5.374
H -2.576 -1.687 -6.104
H 4.117 -3.816 -3.369
H -1.586 1.463 2.372
H 3.274 -1.048 5.256
```

Summary:
Molecular weight = 630.704 g mol⁻¹
Total charge = +4
Calculated total energy = -2138.13884 hartree
Energy above the lowest of the compared OMol25 structures with the same formula, charge and spin = 0.0 kJ/mol

***

(2)
The following is a quantum chemistry calculation of a single C25H27N3O3 molecule, from OMol25.

Structure (XYZ):
```
58
C25H27N3O3 ωB97M-V/def2-TZVPD
O -1.029 -1.200 1.933
O -0.392 -1.183 -3.112
O -5.460 -0.601 1.071
N -1.647 -2.164 -0.027
N 0.598 -1.050 -1.074
N 3.974 0.152 -1.388
C 0.680 3.385 0.430
C 1.354 2.280 -0.060
C -0.754 -1.636 0.837
C -0.288 -1.541 -1.955
C -5.162 -0.727 -0.299
C 5.052 -1.155 1.755
C -6.836 -0.524 1.331
C 4.934 -0.217 -0.484
C 6.423 -1.098 1.653
C 6.318 -0.162 -0.576
C 0.712 1.376 -0.892
C -0.615 1.611 -1.235
C -1.285 2.711 -0.740
C -1.192 -2.602 -1.327
C -3.650 -0.800 -0.475
C -1.393 4.793 0.653
C 1.666 -0.966 1.195
C 4.285 -0.712 0.678
C 2.747 -0.089 -0.832
C 1.402 0.127 -1.422
C -0.649 3.614 0.105
C -3.069 -2.037 0.216
C 0.666 -1.651 0.254
C 2.888 -0.613 0.422
C 7.049 -0.609 0.504
H -3.209 -1.940 1.293
H 0.974 -2.701 0.129
H 1.197 -0.069 1.610
H 7.035 -1.437 2.476
H -2.317 2.876 -1.014
H 4.574 -1.531 2.647
H -6.944 -0.434 2.409
H -2.118 4.462 1.396
H -7.287 0.349 0.843
H -3.569 -2.944 -0.134
H -1.938 5.305 -0.139
H -2.046 -2.771 -1.983
H 1.426 0.163 -2.519
H -3.423 -0.820 -1.543
H 2.387 2.123 0.216
H 1.198 4.075 1.080
H 1.886 -1.638 2.024
H -7.358 -1.426 0.985
H -0.632 -3.544 -1.241
H 6.802 0.217 -1.464
H -3.196 0.089 -0.036
H 8.128 -0.580 0.464
H -5.637 -1.636 -0.705
H -5.562 0.137 -0.854
H -0.714 5.498 1.126
H -1.123 0.931 -1.902
H 4.141 0.534 -2.303
```

Summary:
Molecular weight = 417.509 g mol⁻¹
Total charge = 0
Calculated total energy = -1358.89299 hartree
Structure (SMILES) = COCCCN1CC(=O)N2[C@@H](c3ccc(C)cc3)c3[nH]c4ccccc4c3C[C@H]2C1=O
Energy above the lowest of the compared OMol25 structures with the same formula, charge and spin = 50.2 kJ/mol

***

(3)
The following is a quantum chemistry calculation of a single C25H27N3O3S molecule, from OMol25.

Structure (XYZ):
```
59
C25H27N3O3S ωB97M-V/def2-TZVPD
S 2.606 -2.011 1.222
O -3.570 -3.218 -0.256
O 2.972 -3.196 0.495
O 2.417 -2.107 2.639
N 1.223 -1.304 0.577
N -4.177 -1.159 -0.911
N -1.237 -0.757 -0.776
C -4.042 3.512 0.347
C 4.841 -0.945 0.036
C -3.280 -2.155 -0.775
C -5.527 -0.462 0.979
C -5.485 -1.290 -0.303
C 7.517 2.198 -0.768
C -1.138 -0.786 0.674
C -4.807 3.223 1.465
C -1.881 -1.930 -1.350
C 3.785 -0.716 0.865
C -5.014 0.932 0.739
C 6.450 2.410 0.060
C 0.055 -0.446 -1.359
C 5.753 0.095 -0.248
C -4.243 1.224 -0.382
C 7.726 0.939 -1.352
C -5.286 1.942 1.656
C -3.928 0.169 -1.415
C 1.183 -1.362 -0.867
C 3.566 0.534 1.457
C 5.540 1.370 0.344
C 6.863 -0.091 -1.098
C -3.763 2.515 -0.568
C 4.431 1.560 1.199
C -0.031 -1.716 1.179
H -0.267 -2.760 0.927
H 2.716 0.645 2.110
H 7.016 -1.063 -1.542
H 0.089 -1.639 2.259
H -2.886 0.265 -1.713
H -0.928 0.236 1.003
H -1.963 -1.778 -2.431
H -0.021 -0.501 -2.447
H -5.029 3.996 2.186
H 4.282 2.532 1.646
H -4.899 -0.945 1.734
H -5.884 1.712 2.527
H 1.032 -2.395 -1.213
H -1.330 -2.865 -1.178
H 8.575 0.791 -2.002
H -6.545 -0.426 1.371
H 6.288 3.378 0.511
H 4.972 -1.927 -0.395
H -6.236 -0.930 -1.014
H -3.164 2.733 -1.441
H -5.659 -2.346 -0.092
H -4.567 0.335 -2.296
H -2.097 -1.098 1.089
H 0.297 0.582 -1.072
H 2.148 -1.014 -1.243
H 8.209 3.000 -0.979
H -3.662 4.511 0.191
```

Summary:
Molecular weight = 449.576 g mol⁻¹
Total charge = 0
Calculated total energy = -1757.05024 hartree
Structure (SMILES) = O=C(CN1CCN(S(=O)(=O)c2ccc3ccccc3c2)CC1)N1CCc2ccccc2C1
Energy above the lowest of the compared OMol25 structures with the same formula, charge and spin = 56.1 kJ/mol

***

(4)
The following is a quantum chemistry calculation of a single C25H27N3O6S molecule at a distorted geometry, from OMol25.

Structure (XYZ):
```
62
C25H27N3O6S ωB97M-V/def2-TZVPD
S -4.827 -2.153 -1.017
O -0.107 -0.262 0.545
O 1.981 3.384 0.115
O -3.915 -3.240 -1.195
O 6.581 -1.697 -2.145
O -5.946 -2.022 -1.903
O 5.684 -2.851 0.309
N -5.449 -2.283 0.523
N -1.810 2.982 -1.288
N 2.062 1.283 0.960
C 5.557 0.347 -1.498
C 4.609 -0.806 0.833
C -2.517 1.803 -1.227
C 1.470 2.291 0.308
C 3.456 0.949 2.926
C 5.388 -1.555 -0.040
C -4.496 0.500 -1.679
C -2.626 -0.534 -0.594
C 4.312 0.519 0.558
C -2.384 4.160 -1.898
C 0.080 1.999 -0.175
C -3.899 -0.612 -1.098
C -0.562 3.031 -0.786
C -5.465 -0.240 1.741
C 4.803 1.089 -0.613
C -6.335 -1.220 0.936
C 3.425 1.355 1.456
C 6.728 -3.407 -0.455
C 6.526 -3.090 -1.936
C -4.306 -1.104 2.269
C -4.498 -2.479 1.596
C -0.578 0.718 -0.030
C -3.815 1.694 -1.751
C -1.922 0.673 -0.632
C 5.849 -0.984 -1.227
H -4.290 2.540 -2.219
H -3.293 4.461 -1.374
H 2.986 -0.021 3.068
H -4.344 -1.202 3.352
H -4.926 -3.197 2.301
H -2.621 3.973 -2.947
H -1.666 4.975 -1.844
H -6.799 -0.783 0.054
H 4.482 0.902 3.279
H -3.343 -0.669 2.004
H -6.033 0.220 2.547
H -3.585 -2.903 1.182
H 5.932 0.776 -2.414
H 7.316 -3.527 -2.547
H -2.138 -1.400 -0.175
H 1.566 0.398 1.026
H 2.913 1.680 3.521
H -7.116 -1.652 1.569
H 3.722 2.406 1.358
H -0.030 3.970 -0.869
H 4.577 2.121 -0.834
H -5.090 0.554 1.094
H 5.551 -3.480 -2.258
H 7.693 -2.996 -0.127
H -5.489 0.396 -2.085
H 4.260 -1.296 1.726
H 6.708 -4.483 -0.273
```

Summary:
Molecular weight = 497.573 g mol⁻¹
Total charge = 0
Calculated total energy = -1982.78542 hartree
Structure (SMILES) = C[C@H](NC(=O)c1cn(C)c2ccc(S(=O)(=O)N3CCCC3)cc2c1=O)c1ccc2c(c1)OCCO2
Energy above the lowest of the compared OMol25 structures with the same formula, charge and spin = 178.7 kJ/mol

***

(5)
The following is a quantum chemistry calculation of a molecular structure, C25H27N4O3S4Sb2W at a distorted geometry, from OMol25.

Structure (XYZ):
```
66
C25H27N4O3S4Sb2W ωB97M-V/def2-TZVPD
W -1.732 -1.717 -0.231
Sb -2.865 -2.592 -2.872
Sb 0.619 -0.359 -0.382
S -2.890 -3.863 -0.759
S -1.915 0.941 0.666
S -0.548 -2.766 -2.269
S -2.472 -0.332 -2.137
O -4.849 -0.441 1.762
O -0.782 -2.546 3.791
O -3.537 -1.380 0.213
N -1.666 -2.007 1.748
N -4.346 1.797 -0.172
N 0.019 -3.378 0.442
N -2.672 2.930 -0.984
C 3.384 0.713 2.835
C 1.942 4.161 -1.858
C -0.701 -2.550 2.599
C 0.793 2.703 -0.327
C 1.236 0.556 3.903
C 2.170 -1.518 -2.768
C 1.083 1.622 -1.156
C -3.831 3.632 -1.553
C 2.203 -1.453 -1.375
C 1.227 3.970 -0.683
C 3.168 -2.197 -3.453
C 2.816 0.368 1.618
C 1.451 0.104 1.552
C -3.876 -1.077 1.471
C 1.802 1.805 -2.330
C 2.600 0.797 3.976
C -5.017 2.860 -0.931
C 3.211 -2.097 -0.668
C -2.877 -1.592 2.473
C -3.040 1.908 -0.230
C 0.657 0.215 2.688
C 4.186 -2.825 -2.748
C 0.449 -3.172 1.837
C 4.204 -2.780 -1.362
C 2.228 3.081 -2.678
H 1.022 4.809 -0.030
H 1.305 -2.498 1.875
H 0.260 2.555 0.603
H 1.363 -1.054 -3.324
H 2.060 0.976 -2.967
H 4.964 -3.356 -3.280
H 0.842 -3.541 -0.137
H 3.146 -2.235 -4.535
H -0.505 -4.248 0.399
H -3.301 -2.446 3.011
H -3.821 4.681 -1.265
H 0.622 0.631 4.790
H -2.680 -0.827 3.223
H 4.991 -3.276 -0.809
H -3.817 3.565 -2.640
H 3.051 1.059 4.923
H -0.410 0.065 2.645
H -5.678 2.431 -1.681
H 2.796 3.222 -3.588
H 4.445 0.925 2.884
H -1.714 3.160 -1.193
H 3.423 0.321 0.721
H 2.280 5.151 -2.133
H -5.610 3.480 -0.260
H 3.246 -2.055 0.415
H -4.834 1.083 0.363
H 0.725 -4.098 2.340
```

Summary:
Molecular weight = 987.144 g mol⁻¹
Total charge = +2
Calculated total energy = -3553.48726 hartree
Spin multiplicity = 2
⟨S²⟩ = 0.762
Energy above the lowest of the compared OMol25 structures with the same formula, charge and spin = 95.2 kJ/mol

***

(6)
The following is a quantum chemistry calculation of a molecular structure, C25H27N5O11SbV, from OMol25.

Structure (XYZ):
```
70
C25H27N5O11SbV ωB97M-V/def2-TZVPD
Sb -0.633 -0.606 -3.177
V -0.036 -0.561 -0.465
O 1.863 -0.229 -0.817
O -4.826 -5.123 3.714
O -1.583 -1.698 -0.302
O -3.243 -4.477 5.023
O 3.591 1.218 -2.527
O 0.955 -2.754 -0.569
O 6.805 -3.542 1.004
O 4.645 2.128 -0.877
O 0.401 -0.917 1.538
O 2.076 -3.984 0.777
O 7.753 -1.713 0.368
N 6.781 -2.422 0.538
N 0.703 3.859 -2.441
N 1.978 -3.008 0.074
N 4.130 1.186 -1.442
N -3.803 -4.510 3.946
C 3.121 -2.130 -0.063
C 4.354 -2.644 0.313
C -2.340 0.476 -3.831
C -0.845 1.307 -0.160
C 0.744 2.681 -1.593
C -2.049 -3.059 3.058
C -2.067 -2.335 0.717
C -0.443 2.554 -0.661
C -1.099 3.713 -0.249
C -2.580 2.435 1.137
C -2.164 3.658 0.635
C 5.415 -0.601 -0.409
C -1.200 -2.535 -3.874
C 2.968 -0.817 -0.581
C -0.351 3.767 -3.432
C -3.823 -3.764 1.587
C -0.259 -1.618 2.312
C 0.780 -0.121 -4.690
C 1.984 4.091 -3.084
C -3.203 -3.757 2.842
C -3.266 -3.067 0.550
C 4.193 -0.122 -0.780
C 5.479 -1.878 0.147
C -1.914 1.282 0.746
C -1.465 -2.335 2.009
H -0.367 -3.227 -3.764
H 1.655 2.738 -0.989
H 0.309 -0.165 -5.671
H -3.410 2.377 1.830
H -2.256 0.339 1.163
H 0.848 1.759 -2.193
H -1.592 -3.068 4.039
H -1.319 3.639 -2.947
H -0.760 4.663 -0.641
H -4.737 -4.326 1.458
H -2.663 4.571 0.936
H 0.107 -1.710 3.343
H -2.456 0.371 -4.909
H 1.594 -0.844 -4.645
H -0.384 4.683 -4.022
H -3.723 -3.057 -0.430
H -1.496 -2.482 -4.920
H 1.944 5.025 -3.646
H 6.309 -0.011 -0.547
H -3.213 0.064 -3.326
H -0.195 2.921 -4.126
H 4.424 -3.639 0.724
H -2.034 -2.894 -3.273
H 2.262 3.280 -3.777
H 1.192 0.871 -4.519
H -2.242 1.525 -3.566
H 2.770 4.169 -2.333
```

Summary:
Molecular weight = 746.219 g mol⁻¹
Total charge = 0
Calculated total energy = -3254.19460 hartree
Spin multiplicity = 3
⟨S²⟩ = 2.025
Energy above the lowest of the compared OMol25 structures with the same formula, charge and spin = 0.0 kJ/mol

***

(7)
The following is a quantum chemistry calculation of a single C25H27N5O2S molecule at a distorted geometry, from OMol25.

Structure (XYZ):
```
60
C25H27N5O2S ωB97M-V/def2-TZVPD
S 0.062 -2.154 -1.471
O -5.660 -3.082 0.914
O 3.563 -3.003 -1.734
N -2.860 3.480 -0.905
N 0.088 1.526 -0.361
N 3.199 -0.858 -0.520
N 0.687 0.569 -0.799
N -1.392 -0.050 -0.159
C -4.644 -2.462 0.756
C -6.262 -3.394 2.326
C -3.074 2.366 -1.822
C 5.715 2.072 2.287
C -2.428 5.530 -0.312
C -0.140 -0.707 -0.849
C -1.128 1.150 0.363
C -1.918 4.738 0.561
C -2.878 4.679 -1.542
C 6.550 0.031 1.579
C -3.957 -2.010 1.665
C -2.906 -1.175 1.588
C 2.939 -1.779 -1.465
C -4.311 -2.241 -0.629
C -3.156 -1.502 -0.934
C 1.639 -1.792 -2.297
C 5.372 -1.317 -0.085
C 5.484 0.742 1.516
C 6.722 -1.228 0.679
C 3.072 1.407 0.880
C -2.279 3.289 0.290
C 4.353 -0.583 -0.034
C -2.515 -1.054 0.394
C 4.355 0.353 0.822
C -1.994 1.895 0.995
H -3.737 1.582 -1.148
H -1.611 2.259 2.008
H 2.542 -0.039 -0.572
H -5.555 -3.828 2.883
H 5.563 -2.374 -0.708
H 3.463 1.990 1.714
H 7.573 -1.872 0.515
H 2.420 0.633 1.336
H -7.045 -4.024 2.114
H 4.855 1.973 3.270
H -3.552 2.610 -2.755
H -4.371 -1.937 2.898
H 7.784 0.250 1.780
H 3.045 1.746 -0.003
H 1.495 -0.968 -2.781
H -6.448 -2.468 3.021
H -2.963 1.625 1.009
H -2.859 -1.201 -1.812
H -1.714 4.891 1.691
H -2.314 -0.700 2.275
H 5.506 2.949 1.798
H -3.190 4.758 -2.426
H 6.716 2.092 2.751
H -2.165 1.920 -2.474
H -4.782 -2.783 -1.333
H 1.566 -2.670 -3.082
H -2.318 6.715 -0.464
```

Summary:
Molecular weight = 461.591 g mol⁻¹
Total charge = 0
Calculated total energy = -1790.49772 hartree
Structure (SMILES) = COc1ccc(-n2c(Cc3cccn3C)nnc2SCC(=O)Nc2cccc(C)c2C)cc1
Energy above the lowest of the compared OMol25 structures with the same formula, charge and spin = 2268.3 kJ/mol